1.
{
  "formula": "C15H23F6NO8",
  "method": "ωB97M-V/def2-TZVPD",
  "elements": ["F", "F", "F", "F", "F", "F", "O", "O", "O", "O", "O", "O", "O", "O", "N", "C", "C", "C", "C", "C", "C", "C", "C", "C", "C", "C", "C", "C", "C", "C", "H", "H", "H", "H", "H", "H", "H", "H", "H", "H", "H", "H", "H", "H", "H", "H", "H", "H", "H", "H", "H", "H", "H"],
  "coordinates": [[2.853717, 1.280520, 5.286031], [2.731281, -4.744134, -6.961201], [4.693800, -3.921178, -6.549750], [4.600604, 1.517198, 4.029933], [3.223511, -2.743175, -7.615030], [3.311303, 3.212857, 4.430888], [1.760301, 0.580291, 2.934665], [-3.014519, 3.466234, 1.765230], [0.376427, -2.316122, 0.016631], [2.710285, -1.879793, -5.122978], [-0.519991, -3.602678, 1.654912], [2.758255, 2.369467, 1.984443], [-2.283130, 2.754558, -0.249668], [2.764981, -4.023375, -4.414082], [-1.776252, -1.938799, 0.733827], [3.328620, 1.896158, 4.208504], [2.495735, 1.522395, 2.963537], [3.389010, -3.627444, -6.637480], [-3.592480, 2.224823, 2.200402], [-2.607786, 1.050225, 2.215438], [2.895912, -3.047801, -5.294135], [0.671746, 2.677560, 0.759071], [-0.551402, -2.572962, 0.750468], [-3.383730, 4.879453, -0.128510], [-3.258316, -0.274043, 1.807122], [-2.300972, -1.460434, 2.031267], [2.076079, 2.121808, 0.732644], [2.337420, -3.632729, -3.086130], [-2.847333, 3.588740, 0.417215], [0.837608, -3.481055, -3.010087], [0.493046, -2.668620, -3.650114], [-2.222135, 0.927851, 3.234427], [0.551695, -3.259627, -1.981864], [0.686854, 3.740670, 1.004493], [0.231688, -3.462807, 2.248043], [-2.707366, 5.681722, 0.183884], [0.343560, -4.398266, -3.334018], [-3.935331, 2.415851, 3.219543], [2.849159, -2.715429, -2.799910], [-1.472382, -1.137334, 2.670814], [-2.819191, -2.275347, 2.538407], [-1.714377, -1.179511, 0.063407], [0.197544, 2.548775, -0.211043], [2.683533, -4.434213, -2.437983], [-4.379653, 5.085847, 0.260287], [-4.487472, 1.996044, 1.609201], [0.063928, 2.168456, 1.505796], [2.079312, 1.052541, 0.525740], [-4.156207, -0.431728, 2.409969], [-3.377199, 4.833807, -1.217447], [-1.749493, 1.260877, 1.579248], [-3.524995, -0.241954, 0.746791], [2.684800, 2.615826, -0.020847]],
  "atomic_forces_ev_per_a": [[0.0, 0.0, 0.0], [0.0, 0.0, 0.0], [0.0, 0.0, 0.0], [0.0, 0.0, 0.0], [0.0, 0.0, 0.0], [0.0, 0.0, 0.0], [-0.1, -0.1, 0.1], [-0.5, 0.2, -0.3], [-0.4, -0.1, 0.3], [0.0, 0.1, 0.0], [-0.2, 0.6, 0.4], [0.1, -0.1, 0.1], [-0.6, 0.2, 0.2], [0.1, 0.0, -0.1], [0.6, 0.4, 0.0], [0.0, 0.0, 0.0], [0.0, 0.1, -0.1], [0.0, 0.0, 0.0], [0.3, -0.4, 0.3], [0.0, -0.2, 0.3], [0.0, -0.1, 0.1], [0.1, 0.1, 0.2], [0.1, -0.2, -0.3], [0.4, 0.1, -0.1], [0.4, -0.1, 0.2], [-0.4, -0.1, -0.1], [-0.2, 0.0, -0.4], [-0.1, 0.0, 0.3], [0.4, -0.4, -0.2], [-0.1, 0.0, -0.2], [0.0, 0.0, 0.0], [0.0, 0.1, -0.1], [0.0, 0.0, -0.1], [0.0, 0.0, -0.1], [0.2, -0.3, -0.4], [-0.2, 0.0, 0.0], [0.0, 0.0, 0.1], [0.0, 0.1, -0.1], [0.0, 0.0, -0.1], [-0.1, -0.1, 0.0], [0.1, 0.0, -0.1], [-0.1, -0.1, 0.0], [0.0, 0.0, 0.0], [0.0, -0.1, -0.1], [0.1, 0.0, 0.0], [0.2, 0.1, -0.2], [0.1, 0.0, 0.0], [0.0, 0.0, 0.1], [-0.1, 0.0, -0.2], [-0.1, 0.0, 0.1], [-0.2, 0.0, -0.1], [-0.3, 0.0, 0.1], [0.1, 0.1, 0.1]],
  "mulliken_charge": [-0.2377, -0.2455, -0.2549, -0.2572, -0.2393, -0.2481, -0.5255, -0.3369, -0.6309, -0.5149, -0.4792, -0.3209, -0.5294, -0.3123, -0.2976, 0.9014, 0.3519, 0.8989, -0.8196, 0.3541, 0.3435, -0.6000, 0.5386, -1.1127, -1.0201, -0.3217, -0.4616, -0.2795, 0.7990, -0.5919, 0.3153, 0.4591, -0.0519, 0.3115, 0.3430, 0.2747, 0.3336, 0.3360, 0.3236, 0.2758, 0.3183, 0.2129, 0.3906, 0.3304, 0.3274, 0.4245, 0.0289, 0.3649, 0.3556, 0.3412, -0.3313, 0.4093, 0.3566],
  "smiles": "CC(=O)OCCCCNC(=O)O.CCOC(=O)C(F)(F)F.CCOC(=O)C(F)(F)F",
  "e_above_lowest_kcal_mol": 0.00,
  "spin_multiplicity": 1
}

---

2.
{
  "formula": "C33H55NO24",
  "method": "ωB97M-V/def2-TZVPD",
  "elements": ["O", "O", "O", "O", "O", "O", "O", "O", "O", "O", "O", "O", "O", "O", "O", "O", "O", "O", "O", "O", "O", "O", "O", "O", "N", "C", "C", "C", "C", "C", "C", "C", "C", "C", "C", "C", "C", "C", "C", "C", "C", "C", "C", "C", "C", "C", "C", "C", "C", "C", "C", "C", "C", "C", "C", "C", "C", "C", "H", "H", "H", "H", "H", "H", "H", "H", "H", "H", "H", "H", "H", "H", "H", "H", "H", "H", "H", "H", "H", "H", "H", "H", "H", "H", "H", "H", "H", "H", "H", "H", "H", "H", "H", "H", "H", "H", "H", "H", "H", "H", "H", "H", "H", "H", "H", "H", "H", "H", "H", "H", "H", "H", "H"],
  "coordinates": [[-1.018986, -0.994098, 3.658080], [-3.954106, -0.799613, 0.727585], [2.915644, 2.075759, -5.326895], [4.267105, 4.489222, -0.750647], [-0.647700, -6.045379, -0.624407], [0.732349, -4.399978, -4.359741], [1.261136, 2.030094, 6.691470], [2.415468, 3.647265, -0.022226], [-4.695435, 3.367563, 1.122141], [1.673475, 2.008333, 4.520487], [0.829455, 1.107541, -4.512607], [-2.713951, -1.718692, 5.215814], [4.131789, 3.680023, 1.390451], [-1.463709, -3.977353, -3.880583], [-3.458152, -0.819776, -1.481029], [-2.311324, -2.021776, 0.000660], [-0.654151, -1.486822, 5.911176], [1.449709, 3.880241, 5.521223], [-0.666023, -4.697523, -6.044110], [-0.007711, -4.194504, 0.542337], [2.700565, -0.143735, -5.311468], [-4.075386, 5.560044, 0.923864], [-1.634500, -5.404752, 1.328793], [-2.825358, 3.813647, 0.261097], [2.979538, -2.594222, -0.654600], [2.249273, 3.910482, -1.406707], [-0.452930, -4.319674, -4.772469], [-1.931456, -2.482191, -1.313945], [2.315935, 3.277223, -5.181413], [-1.309572, -5.139954, 3.779514], [-4.250973, 2.097777, 0.758323], [2.369182, -0.022840, -0.970687], [0.677087, -1.027544, 5.710801], [1.199230, 0.410173, -0.047688], [-1.379253, -4.539086, 2.388511], [-1.679239, -0.859294, -3.128047], [-3.261970, -1.204182, -0.165038], [1.865879, 4.227591, 4.186800], [-2.833549, 2.467218, 0.234216], [3.574688, 4.037426, 0.357548], [1.258293, 0.130625, 1.491964], [3.225887, 4.968386, 4.343645], [2.678748, -1.478789, -0.735039], [2.143940, 0.997357, -5.080870], [2.077405, 2.856035, 3.490951], [-0.179409, -3.723568, 1.825977], [1.934438, -1.355220, -5.060777], [-1.426809, -1.467658, 4.872289], [1.135267, -4.301403, -2.968759], [0.878702, 4.294756, -1.686444], [-1.959922, -4.635065, -6.548860], [-1.819117, 1.986281, 1.326169], [-3.682576, -1.778615, 4.125825], [-0.755901, -5.237400, 0.324159], [-3.906522, 4.347002, 0.776616], [1.516678, 2.608858, 5.659886], [-2.754384, -1.643295, -2.307665], [3.331433, 4.935633, -1.629571], [0.613243, -3.871327, 2.500223], [-2.361532, -5.679133, -6.508251], [3.115288, 4.040400, -5.295706], [0.423934, 0.462263, 2.129330], [-3.687521, -2.756088, 3.703254], [1.121014, -1.898573, 5.214708], [0.983306, -0.648867, 6.654277], [-2.154997, -3.493687, -1.587145], [3.356458, 0.443330, -0.992914], [0.805768, -0.192592, 4.948782], [-2.292244, -3.887359, 2.432840], [2.958663, 6.000616, -1.534412], [-2.053533, -4.199049, -7.515829], [2.153127, -0.066188, -2.053947], [2.156358, 0.682251, 1.819113], [-1.455364, -4.369815, 4.571143], [0.362590, -4.048300, -2.199689], [-4.650697, -1.622795, 4.473336], [1.249100, 5.032504, 3.752060], [3.120973, 5.906102, 4.872024], [-3.580143, -1.016614, 3.355613], [3.084311, 2.570159, 3.211501], [0.198008, 3.541871, -1.488971], [0.661571, 4.673608, -2.648001], [-1.959881, 2.354527, 2.373446], [2.579390, -2.188928, -5.158275], [3.712535, 5.120915, 3.343463], [-2.149023, -0.200449, -3.947913], [-1.712065, 0.846124, 1.398906], [1.755793, -3.410940, -2.862117], [1.709870, -5.137320, -2.625091], [1.618587, 3.555914, -5.894375], [-0.425487, -5.779087, 3.975499], [3.619403, 4.896097, -2.682194], [0.972668, -1.458651, -5.633031], [1.233447, -0.942361, 1.753875], [3.904470, 4.229040, 4.862665], [-1.238952, -0.150862, -2.486906], [-0.439246, -2.567379, 1.883444], [-0.932450, -1.486696, -3.669607], [-0.852913, -2.239959, -1.410622], [-2.700686, 2.274619, -0.866684], [-4.895349, 1.747068, -0.044209], [1.936099, 3.515166, -4.172326], [-3.436643, -2.300712, -2.851808], [0.618146, 5.110326, -1.051267], [-0.761817, 2.266048, 0.903660], [-2.069380, -5.885145, 4.022195], [-2.642601, -4.018668, -5.935287], [2.466324, 3.100336, -2.064924], [1.361623, 2.777854, 2.687806], [1.030336, 1.551490, -0.217874], [-4.394149, 1.461062, 1.607101], [1.592849, -1.222209, -4.007514], [0.293196, -0.118493, -0.539454]],
  "atomic_forces_ev_per_a": [[-2.3, -3.1, 5.9], [0.0, 0.4, -0.1], [0.0, -4.3, -0.2], [1.6, 1.0, 2.2], [-0.4, 3.1, 2.8], [2.6, -0.7, -0.1], [0.7, 0.2, -0.5], [-2.7, -0.7, 0.2], [-2.8, 1.1, 1.4], [0.4, -2.8, -1.0], [7.7, -0.5, -3.4], [1.0, 0.0, -1.1], [-1.3, 1.8, -1.8], [4.8, -1.5, -5.3], [-1.2, 1.2, 2.3], [1.9, -2.7, -0.9], [-1.3, 0.1, 0.0], [0.0, 3.0, -0.8], [2.2, 1.1, 1.5], [1.5, 0.8, -1.1], [0.4, 0.0, -1.0], [0.1, -3.1, -0.3], [-0.1, -1.8, -0.8], [1.7, 3.4, -0.9], [-0.5, 1.0, 0.0], [0.1, 1.0, -1.1], [-8.0, 1.1, 4.8], [1.5, 0.4, -1.0], [1.2, 4.0, 2.2], [0.7, -1.0, 0.8], [-0.1, 0.3, -1.8], [0.5, -2.2, 0.0], [0.5, 0.4, -2.5], [-2.1, 1.3, -1.0], [-1.8, 2.4, 0.5], [-2.3, 0.1, -2.9], [-3.4, 2.6, 0.1], [2.8, 2.1, -0.1], [0.1, -3.3, 1.3], [4.7, -2.7, 1.4], [0.6, 0.0, -0.6], [0.8, -1.8, -0.7], [0.5, -0.3, -0.1], [-7.4, 1.4, 3.6], [-1.2, 1.4, 0.2], [-2.6, 3.2, 2.3], [-2.1, 1.3, 1.7], [0.2, 3.7, -5.6], [-0.7, 2.1, 1.5], [-0.6, 1.8, 0.6], [-2.9, -0.9, 1.3], [2.8, -1.5, -2.0], [1.2, 0.5, -0.5], [-0.5, -4.4, -2.5], [-0.3, 3.5, 0.7], [-2.0, -2.1, 2.9], [3.1, -0.9, -1.1], [-2.3, 1.4, -2.5], [1.8, -0.4, 0.2], [0.2, 0.9, -0.4], [-0.1, -0.6, -0.1], [0.0, 0.5, -0.9], [0.3, -0.7, -0.5], [1.0, 0.3, 0.8], [0.8, -0.3, 0.7], [0.2, -0.9, 1.0], [-0.2, 0.6, 0.9], [-0.8, -1.0, 1.1], [0.8, -0.2, -0.1], [0.5, -0.9, 0.7], [0.8, 0.0, -1.0], [-0.8, 0.6, 0.4], [-0.2, -0.8, 0.4], [0.5, -0.3, -0.7], [-0.1, -0.9, -1.3], [-1.4, 0.2, 1.5], [-0.7, -1.2, 0.1], [0.1, 0.0, 0.2], [0.8, -0.1, 0.0], [0.1, 0.6, -0.2], [-1.3, -1.8, 0.4], [0.3, 0.1, -1.4], [-0.2, 0.1, -1.2], [0.7, -0.5, -0.3], [-0.6, 0.0, 0.8], [0.4, -1.0, 1.1], [-0.7, 1.5, -0.1], [0.4, -0.2, -0.6], [0.0, -0.7, -0.5], [-1.7, -0.2, -1.4], [0.2, 0.9, -0.1], [0.7, -0.2, 0.2], [1.3, 0.5, 0.0], [0.8, 0.3, -0.4], [-0.5, 1.1, -0.2], [0.9, 0.7, 1.0], [0.6, -2.4, -0.5], [-0.7, 0.2, 0.8], [-0.6, -0.6, 0.1], [0.4, -1.1, 1.3], [-0.1, -0.2, 0.0], [-0.2, -0.8, -0.4], [0.2, 0.3, -0.4], [-0.3, 0.7, 0.8], [-1.7, -0.1, 1.2], [-0.6, 0.3, -0.7], [0.6, -0.4, 0.2], [0.6, -1.5, 0.3], [0.1, -0.3, -0.6], [0.2, -2.0, 0.3], [0.6, -0.5, 0.3], [0.2, -0.5, -0.6], [1.2, 0.9, 1.0]],
  "mulliken_charge": [-0.0323, -0.5858, -0.3290, -0.3487, -0.6241, -0.3188, -0.6152, 0.0268, -0.3968, -0.2608, -0.5576, -0.3906, -0.5578, -0.5670, -0.3793, 0.0983, -0.3781, -0.3439, -0.3315, -0.2462, -0.3448, -0.6231, -0.3730, -0.4414, -0.6432, 0.9230, 0.8321, -0.3777, -0.3197, -1.4484, -0.2765, 0.8513, -0.3015, 2.4153, 1.0632, -0.9034, 0.2162, 0.5730, 0.6828, 0.4082, -0.9151, -1.2767, -0.0875, 0.6948, -0.0338, 0.2316, 0.0174, 0.4370, -0.1214, -1.9770, -0.6907, 0.0331, -0.5691, 0.5577, 0.5444, 0.5854, 0.7641, -0.4511, 0.6033, 0.2721, 0.2748, 0.0147, 0.2660, 0.3238, 0.2399, 0.4937, 0.4581, -0.0310, -0.3587, 0.2816, 0.3155, -0.7022, 0.3508, 0.2054, -0.0569, 0.3968, 0.2986, 0.4160, 0.1617, 0.3724, 0.3077, 0.4938, 0.4266, 0.3600, 0.2402, 0.4747, -0.1397, -0.0640, 0.4265, 0.4152, 0.3947, 0.2417, 0.2803, 0.2215, 0.2809, 0.1930, -0.4043, -0.1599, -0.1812, 0.2492, 0.2684, -0.1336, 0.2856, 0.5113, -0.6084, 0.3999, 0.2650, 0.0605, -0.1980, -1.0728, 0.1827, -0.3491, -0.7820],
  "smiles": "C[C@H]1COC(=O)O1.C[C@H]1COC(=O)O1.C[C@H]1COC(=O)O1.C[C@H]1COC(=O)O1.C[C@H]1COC(=O)O1.COC(=O)OC.COC(=O)OC.COC(=O)OC.CCCC#N",
  "e_above_lowest_kcal_mol": 45.96,
  "spin_multiplicity": 1
}

---

3.
{
  "formula": "C7H11NO4",
  "method": "ωB97M-V/def2-TZVPD",
  "elements": ["O", "O", "O", "O", "N", "C", "C", "C", "C", "C", "C", "C", "H", "H", "H", "H", "H", "H", "H", "H", "H", "H", "H"],
  "coordinates": [[-1.273418, -2.806607, -1.182874], [-0.247236, -1.428372, 0.702465], [-2.410684, -0.386279, 1.057584], [-3.386527, -2.295702, -0.715518], [-2.174739, -2.074179, -0.441014], [0.644717, -0.652412, 0.124279], [0.880472, 2.060567, 0.116738], [-0.129565, 1.360975, -0.769357], [1.173356, 1.304320, 1.373961], [-1.903275, -1.341652, 0.559597], [1.696596, -0.121551, 1.038832], [0.335076, 0.017073, -1.137539], [0.612126, 2.997479, 0.469129], [1.799167, -0.828560, 1.927851], [-0.304790, 1.800932, -1.833362], [1.837398, 2.017737, 1.912235], [-1.113710, 1.237457, -0.344496], [1.785671, 2.213859, -0.499526], [1.273192, 0.049482, -1.783690], [2.623315, 0.127290, 0.555565], [0.293469, 1.128385, 2.119065], [-1.702912, -3.714000, -1.532178], [-0.307698, -0.666240, -1.717747]],
  "atomic_forces_ev_per_a": [[1.0, -2.5, -1.1], [3.4, 2.0, -0.7], [0.2, 0.1, 1.1], [-1.4, -0.2, -0.6], [-1.8, -2.2, -1.6], [-2.9, -1.7, 2.7], [0.0, -1.1, -1.3], [-1.4, 1.9, -2.6], [-1.1, -0.4, 2.3], [1.3, 1.4, -0.4], [0.3, -0.6, 1.0], [2.4, -3.1, -1.8], [-1.0, 2.0, 0.0], [0.0, 1.2, -1.2], [0.3, 0.2, 2.0], [0.3, -1.3, 0.1], [-0.3, 0.4, 0.5], [0.0, -0.2, 0.5], [-0.8, 0.2, 1.0], [0.7, -0.7, -0.4], [1.0, 0.7, -1.7], [0.4, 3.2, 1.7], [-0.4, 0.8, 0.3]],
  "mulliken_charge": [-0.4886, -0.4107, -0.5147, -0.8014, 0.6683, 0.7003, -0.6530, -0.4590, -0.5165, 0.3316, -0.7693, -0.7966, 0.3829, 0.3155, 0.2584, 0.3340, 0.3533, 0.2880, 0.3599, 0.3316, 0.2947, 0.3735, 0.4178],
  "e_above_lowest_kcal_mol": 150.29,
  "spin_multiplicity": 1
}

---

4.
{
  "formula": "C6H14IN2O2",
  "method": "ωB97M-V/def2-TZVPD",
  "elements": ["I", "O", "O", "N", "N", "C", "C", "C", "C", "C", "C", "H", "H", "H", "H", "H", "H", "H", "H", "H", "H", "H", "H", "H", "H"],
  "coordinates": [[-0.770294, 1.457347, -1.755743], [2.436106, 0.639777, 1.473027], [-1.576774, -2.732863, 0.604647], [-0.593924, -1.213963, -0.650813], [0.651926, 1.576877, 0.477807], [1.831556, 0.896427, 0.489867], [-0.138794, 2.045757, 1.633897], [2.329246, 0.450727, -0.832953], [-1.600794, -1.580093, 0.142917], [-2.641384, -0.651833, 0.498037], [0.545106, -1.996443, -1.086753], [-0.268424, 1.362337, 2.473087], [0.418706, 2.864857, 2.088157], [-2.816414, -0.460383, 1.556717], [-2.585324, 0.278647, -0.066893], [1.153896, -1.474463, -1.825003], [-3.583744, -1.051683, 0.123637], [2.757666, 1.270297, -1.409893], [1.300956, -2.265083, -0.348773], [3.014716, -0.383033, -0.681063], [0.265226, 1.631457, -0.453623], [-0.648214, -0.270573, -1.007403], [-1.120604, 2.474937, 1.434017], [1.486456, 0.071017, -1.410563], [0.153136, -2.940043, -1.466343]],
  "atomic_forces_ev_per_a": [[-4.7, 2.9, -7.7], [2.2, -0.9, 3.6], [-0.7, -0.1, 0.3], [0.6, 0.0, 0.3], [1.5, -0.2, 3.2], [-2.4, 1.4, -0.9], [1.6, 0.4, 0.3], [-0.2, -0.4, -1.1], [2.8, -3.5, 0.7], [-2.3, 1.8, -0.7], [-0.7, -1.1, 0.1], [0.1, -0.7, -0.4], [0.1, 0.3, 0.1], [0.6, -0.2, 0.0], [0.3, 0.2, 0.4], [-0.9, -0.2, -0.4], [-0.1, -0.4, 0.1], [0.2, -0.1, 0.1], [-0.4, 0.1, 0.7], [0.3, 0.3, 0.0], [1.3, 0.8, 2.2], [0.2, -0.7, 0.2], [0.1, -0.4, -0.9], [0.5, 0.6, 0.0], [0.2, -0.1, -0.3]],
  "mulliken_charge": [-0.7978, -0.6901, -0.7580, 0.2261, -0.0450, 0.7865, -1.0370, -0.7226, 0.8254, -0.8080, -1.1477, 0.3246, 0.3465, 0.2174, 0.1299, 0.4741, 0.2787, 0.3555, 0.3038, 0.2741, 0.1953, -0.1664, 0.3099, -0.2226, 0.3475],
  "total_charge": -1,
  "e_above_lowest_kcal_mol": 90.58,
  "spin_multiplicity": 1
}